Entry P
{"formula": "C4H10N2OS", "method": "wB97M-V/def2-TZVPD", "species": ["C", "C", "C", "S", "N", "C", "N", "O", "H", "H", "H", "H", "H", "H", "H", "H", "H", "H"], "xyz": [[0.42, -1.46, 0.67], [-0.37, -0.47, -0.22], [-1.79, -0.39, 0.32], [-2.74, -1.90, 0.08], [0.18, 0.89, -0.30], [1.47, 1.20, -0.64], [1.82, 2.54, -0.66], [2.34, 0.38, -0.91], [1.48, -1.34, 0.53], [0.30, -1.24, 1.72], [0.17, -2.50, 0.46], [-0.43, -0.97, -1.20], [-2.33, 0.41, -0.21], [-1.82, -0.03, 1.35], [-2.12, -2.66, 0.98], [-0.49, 1.64, -0.30], [1.18, 3.29, -0.61], [2.73, 2.61, -1.08]], "mulliken_charge": [-1.439, 0.531, -0.966, -0.203, -0.215, 0.526, -0.414, -0.630, 0.394, 0.318, 0.398, 0.176, 0.344, 0.437, 0.106, 0.209, 0.174, 0.255], "lumo_ha": 0.025, "smiles": "C[C@@H](CS)NC(N)=O", "homo_lumo_gap_ev": 10.037, "e_homo_ha": -0.3442}



Entry Q
{"formula": "C4H10N2OS", "method": "wB97M-V/def2-TZVPD", "species": ["C", "C", "C", "C", "H", "H", "H", "H", "H", "H", "H", "H", "H", "H", "N", "N", "O", "S"], "xyz": [[-2.27, -0.32, 0.11], [0.84, -0.39, -0.03], [2.06, -1.13, 0.20], [0.25, 1.88, -1.40], [-3.26, -0.14, 0.62], [-2.20, -0.06, -1.01], [-1.97, -1.44, 0.20], [-1.56, 0.14, 2.02], [2.24, -1.66, -0.80], [2.75, -0.28, 0.42], [1.76, -1.26, 2.03], [-0.59, 1.94, -0.71], [0.99, 2.43, -0.70], [-0.18, 2.34, -2.24], [-1.26, 0.37, 0.99], [0.03, -0.25, 0.93], [1.78, -2.25, 1.23], [0.60, 0.08, -1.85]], "mulliken_charge": [-0.727, 0.472, -0.577, -0.916, 0.319, 0.218, 0.301, 0.325, 0.401, 0.188, 0.394, 0.288, 0.297, 0.445, -0.455, -0.315, -0.543, -0.115], "lumo_ha": 0.023, "homo_lumo_gap_ev": 9.485, "e_homo_ha": -0.3252}



Entry R
{"formula": "C4H10N2OS", "method": "wB97M-V/def2-TZVPD", "species": ["C", "C", "C", "C", "H", "H", "H", "H", "H", "H", "H", "H", "H", "H", "N", "N", "O", "S"], "xyz": [[0.90, 1.27, 0.60], [0.66, 0.11, -0.39], [-0.38, 0.36, -1.48], [0.42, -1.27, 0.35], [1.18, 2.18, 0.04], [1.75, 1.06, 1.27], [-0.04, 1.46, 1.18], [1.58, -0.11, -0.91], [-0.67, -0.55, -1.98], [0.05, 1.15, -2.20], [-1.50, 1.83, -0.77], [2.25, -1.90, 0.03], [-0.95, -2.45, 1.07], [-2.49, 0.06, 0.99], [1.30, -2.20, 0.26], [-0.83, -1.49, 0.89], [-1.61, 0.87, -0.89], [-1.61, -0.36, 1.93]], "mulliken_charge": [-1.379, 0.577, -0.855, 0.375, 0.357, 0.324, 0.326, 0.352, 0.340, 0.329, 0.326, 0.263, 0.305, 0.168, -0.885, -0.218, -0.526, -0.179], "lumo_ha": 0.022, "smiles": "[H]/N=C(/NS)[C@H](C)CO", "homo_lumo_gap_ev": 9.677, "e_homo_ha": -0.3333}



Short version: entry Q is the least stable of them.



Entry P
{"formula": "C4H10N2OS", "method": "wB97M-V/def2-TZVPD", "species": ["C", "C", "C", "C", "H", "H", "H", "H", "H", "H", "H", "H", "H", "H", "N", "N", "O", "S"], "xyz": [[2.84, 0.50, 0.19], [0.91, -0.11, 1.35], [-0.18, -0.20, 0.21], [-2.79, 0.85, -0.19], [3.52, -0.28, 0.52], [3.52, 1.32, 0.09], [2.46, 0.21, -0.78], [0.41, 0.20, 2.29], [1.35, -1.11, 1.52], [-2.93, -0.18, -0.60], [-3.32, 1.63, -0.80], [-3.26, 0.76, 0.82], [-0.74, -2.24, -1.98], [-1.29, -0.66, -1.92], [-0.23, -1.36, -0.33], [-1.03, -1.52, -1.42], [1.82, 0.88, 1.09], [-1.08, 1.32, -0.06]], "mulliken_charge": [-0.728, -0.481, 0.406, -0.788, 0.298, 0.281, 0.304, 0.270, 0.314, 0.336, 0.281, 0.256, 0.255, 0.187, -0.304, -0.468, -0.354, -0.065], "lumo_ha": 0.029, "smiles": "COC/C(=N/N)SC", "homo_lumo_gap_ev": 9.245, "e_homo_ha": -0.3110}



Entry Q
{"formula": "C4H10N2OS", "method": "wB97M-V/def2-TZVPD", "species": ["O", "C", "N", "C", "N", "C", "C", "S", "H", "H", "H", "H", "H", "H", "H", "H", "H", "H"], "xyz": [[-0.09, -0.98, -0.74], [-0.13, 0.09, 0.20], [1.06, 0.39, 0.67], [2.10, 0.80, -0.25], [2.74, -0.33, -0.94], [-1.17, -0.13, 1.29], [-2.44, -0.45, 0.57], [-2.36, 0.62, -0.88], [-0.60, 0.99, -0.46], [2.88, 1.31, 0.33], [1.65, 1.49, -0.97], [2.06, -1.07, -1.04], [3.13, -0.09, -1.83], [-1.31, 0.80, 1.85], [-0.81, -0.86, 1.99], [-2.48, -1.50, 0.27], [-3.31, -0.23, 1.17], [-0.92, -0.87, -1.23]], "mulliken_charge": [-0.519, 0.181, -0.441, -0.256, -0.632, -0.297, -0.634, -0.280, 0.174, 0.305, 0.270, 0.277, 0.213, 0.219, 0.328, 0.283, 0.406, 0.403], "lumo_ha": -0.082, "homo_lumo_gap_ev": 6.749, "e_homo_ha": -0.3297}



Short version: entry Q is the least stable of them.



Entry P
{"formula": "C4H10N2OS", "method": "wB97M-V/def2-TZVPD", "species": ["C", "C", "C", "C", "H", "H", "H", "H", "H", "H", "H", "H", "H", "H", "N", "N", "O", "S"], "xyz": [[2.25, -0.36, 1.06], [1.88, 0.01, -0.39], [0.47, -0.76, -1.00], [-1.74, -0.04, -0.64], [1.34, 0.00, 1.64], [3.08, 0.06, 1.60], [2.65, -1.47, 1.15], [2.68, -0.15, -1.20], [0.74, 1.68, 0.69], [0.80, -1.81, -0.45], [0.35, -0.91, -2.23], [-1.70, 0.26, -1.77], [-2.46, -0.43, 1.06], [-4.79, 1.19, 0.64], [-0.62, -0.35, -0.13], [-2.88, -0.01, 0.14], [-3.60, 1.22, 0.19], [1.56, 1.86, -0.35]], "mulliken_charge": [-1.017, -0.264, -0.378, -0.048, 0.212, 0.360, 0.280, 0.372, 0.101, 0.220, 0.348, 0.263, 0.334, 0.356, -0.346, -0.103, -0.497, -0.193], "lumo_ha": 0.000, "homo_lumo_gap_ev": 8.638, "e_homo_ha": -0.3175}



Entry Q
{"formula": "C4H10N2OS", "method": "wB97M-V/def2-TZVPD", "species": ["O", "C", "N", "C", "N", "C", "C", "S", "H", "H", "H", "H", "H", "H", "H", "H", "H", "H"], "xyz": [[-1.25, 1.46, -0.64], [-0.33, 0.68, -0.54], [-0.20, -0.37, -1.40], [0.98, -1.16, -1.65], [1.66, -0.69, -2.85], [0.69, 0.83, 0.58], [0.47, -0.20, 1.69], [-1.15, -0.06, 2.52], [-0.88, -0.35, -2.15], [1.61, -1.13, -0.75], [0.68, -2.19, -1.81], [2.39, -1.34, -3.13], [2.08, 0.21, -2.70], [1.71, 0.72, 0.21], [0.57, 1.83, 0.98], [1.21, -0.02, 2.47], [0.60, -1.21, 1.33], [-1.80, 0.52, 1.51]], "mulliken_charge": [-0.624, 0.335, -0.110, -0.481, -0.609, -0.731, -0.428, -0.245, 0.268, 0.306, 0.343, 0.239, 0.210, 0.363, 0.326, 0.369, 0.307, 0.162], "lumo_ha": 0.024, "smiles": "NCNC(=O)CCS", "homo_lumo_gap_ev": 9.667, "e_homo_ha": -0.3316}



Short version: entry P is the least stable of them.



Entry P
{"formula": "C4H10N2OS", "method": "wB97M-V/def2-TZVPD", "species": ["C", "N", "C", "O", "C", "C", "S", "N", "H", "H", "H", "H", "H", "H", "H", "H", "H", "H"], "xyz": [[1.11, -0.57, -0.42], [1.77, 0.63, -0.73], [2.02, 1.57, 0.31], [1.58, 1.40, 1.45], [-0.44, -0.51, -0.36], [-0.98, 0.73, 0.42], [-2.80, 0.55, 0.40], [-0.87, -1.71, 0.40], [1.44, -1.41, -1.18], [1.33, -0.96, 0.56], [2.01, 0.76, -1.63], [2.62, 2.51, 0.17], [-0.92, -0.53, -1.42], [-0.56, 0.73, 1.41], [-0.85, 1.75, -0.03], [-3.44, -1.26, 0.08], [-1.82, -1.32, 0.82], [-1.20, -2.36, -0.26]], "mulliken_charge": [-1.046, -0.037, -0.027, -0.514, 0.562, -0.834, -0.288, -0.721, 0.329, 0.408, 0.178, 0.386, 0.253, 0.423, 0.362, 0.161, 0.055, 0.348], "lumo_ha": -0.035, "homo_lumo_gap_ev": 8.128, "e_homo_ha": -0.3338}



Entry Q
{"formula": "C4H10N2OS", "method": "wB97M-V/def2-TZVPD", "species": ["N", "C", "C", "S", "C", "N", "C", "O", "H", "H", "H", "H", "H", "H", "H", "H", "H", "H"], "xyz": [[1.74, 0.69, 0.28], [0.49, -0.06, -0.03], [-0.50, 0.90, -0.64], [0.14, 1.89, -2.03], [-0.15, -0.65, 1.21], [-0.74, -1.89, 1.23], [-1.11, -2.68, 0.03], [0.00, -0.13, 2.32], [1.42, 2.10, -1.59], [1.50, 1.30, 1.05], [2.30, 0.02, 0.81], [0.86, -0.86, -0.74], [-1.31, 0.41, -1.18], [-0.93, 1.57, 0.11], [-1.30, -2.06, 2.05], [-2.16, -2.60, -0.18], [-0.76, -3.68, 0.22], [-0.62, -2.17, -0.79]], "mulliken_charge": [-0.795, 0.253, -0.723, -0.264, 0.359, -0.164, -0.766, -0.649, 0.169, 0.281, 0.277, 0.248, 0.269, 0.389, 0.261, 0.279, 0.283, 0.294], "lumo_ha": 0.026, "smiles": "CNC(=O)[C@H](N)CS", "homo_lumo_gap_ev": 9.683, "e_homo_ha": -0.3299}



Short version: entry P is the least stable of them.



Entry P
{"formula": "CH3NSi", "method": "wB97M-V/def2-TZVPD", "species": ["C", "N", "Si", "H", "H", "H"], "xyz": [[-1.24, 0.03, 0.08], [-2.58, 0.06, 0.01], [0.60, 0.06, 0.07], [0.84, -1.54, 0.11], [0.86, 0.66, -1.40], [1.52, 0.74, 1.13]], "mulliken_charge": [0.175, -0.331, 0.241, -0.030, -0.026, -0.029], "lumo_ha": 0.000, "smiles": "N#C[SiH3]", "homo_lumo_gap_ev": 11.210, "e_homo_ha": -0.4118}



Entry Q
{"formula": "CH3NSi", "method": "wB97M-V/def2-TZVPD", "species": ["C", "N", "Si", "H", "H", "H"], "xyz": [[2.29, 3.74, 2.36], [1.72, 3.02, 1.65], [-0.13, -0.14, -0.15], [-0.27, -0.20, -1.65], [-0.52, 1.19, 0.59], [-0.45, -1.36, 0.57]], "mulliken_charge": [0.112, -0.232, 0.185, -0.025, -0.005, -0.036], "lumo_ha": [-0.037, -0.163], "homo_lumo_gap_ev": [11.285, 3.163], "e_homo_ha": [-0.4518, -0.2794]}



Short version: entry Q is the least stable of them.



Entry P
{"formula": "CH2Cl2O2", "method": "wB97M-V/def2-TZVPD", "species": ["C", "O", "O", "Cl", "Cl", "H", "H"], "xyz": [[-0.10, -0.13, 0.77], [-0.05, 0.34, -1.81], [-0.04, -0.66, -0.92], [0.52, -1.58, 1.48], [-1.65, 0.31, 1.16], [0.72, 0.70, 0.89], [0.59, 1.02, -1.57]], "mulliken_charge": [0.137, -0.329, -0.220, -0.105, -0.069, 0.268, 0.317], "lumo_ha": 0.021, "smiles": "OOC(Cl)Cl", "homo_lumo_gap_ev": 10.261, "e_homo_ha": -0.3562}



Entry Q
{"formula": "CH2Cl2O2", "method": "wB97M-V/def2-TZVPD", "species": ["C", "O", "O", "Cl", "Cl", "H", "H"], "xyz": [[1.64, 1.19, 0.13], [-2.57, -1.18, -0.20], [-1.28, -0.79, -0.49], [2.86, 0.14, -0.19], [0.32, 0.54, 0.87], [1.60, 2.09, -0.42], [-2.57, -2.00, 0.30]], "mulliken_charge": [-0.141, -0.253, -0.166, -0.122, -0.043, 0.374, 0.351], "lumo_ha": [-0.037, 0.000], "homo_lumo_gap_ev": [6.919, 10.871], "e_homo_ha": [-0.2916, -0.4000]}



Short version: entry Q is the least stable of them.



Entry P
{"formula": "C6H10N2O2", "method": "wB97M-V/def2-TZVPD", "species": ["O", "C", "C", "N", "C", "C", "N", "C", "C", "H", "H", "H", "H", "H", "H", "H", "H", "O", "H", "H"], "xyz": [[-2.14, 1.69, 0.93], [-1.91, 1.37, -0.42], [-1.26, -0.01, -0.60], [-0.03, -0.19, 0.16], [1.07, 0.66, -0.25], [2.41, 0.17, 0.29], [2.87, -0.99, -0.20], [-2.22, -1.07, -0.26], [-3.06, -1.89, 0.03], [-2.85, 1.14, 1.27], [-2.84, 1.41, -1.01], [-1.24, 2.14, -0.82], [-1.01, -0.11, -1.68], [-0.22, -0.08, 1.15], [1.15, 0.65, -1.34], [0.98, 1.71, 0.06], [-3.76, -2.64, 0.35], [3.34, 0.99, 0.45], [2.28, -1.80, -0.05], [3.97, -0.68, -0.30]], "mulliken_charge": [-0.529, -0.759, 0.346, -0.339, -0.341, 0.348, -0.473, -1.102, 0.207, 0.333, 0.409, 0.364, 0.309, 0.294, 0.306, 0.282, 0.447, -0.666, 0.246, 0.320], "lumo_ha": 0.021, "smiles": "C#C[C@@H](CO)NCC(N)=O", "homo_lumo_gap_ev": 9.984, "e_homo_ha": -0.3459}



Entry Q
{"formula": "C6H10N2O2", "method": "wB97M-V/def2-TZVPD", "species": ["C", "C", "C", "C", "C", "C", "N", "N", "O", "O", "H", "H", "H", "H", "H", "H", "H", "H", "H", "H"], "xyz": [[-0.07, 1.83, -0.27], [-1.06, 1.18, -1.13], [-1.86, 0.13, -0.32], [-1.03, -1.10, 0.03], [-0.11, -0.76, 1.23], [1.26, -0.49, 0.99], [0.47, 2.46, 0.54], [1.96, -0.51, -0.05], [1.62, -0.78, -1.23], [3.26, -0.18, 0.14], [-1.65, 1.92, -1.47], [-0.63, 0.57, -2.01], [-2.22, 0.61, 0.54], [-2.70, -0.12, -1.05], [-1.83, -1.82, 0.33], [-0.58, -1.35, -0.92], [-0.41, 0.19, 1.68], [-0.06, -1.64, 1.86], [1.92, -0.07, 1.79], [3.73, -0.05, -0.69]], "mulliken_charge": [0.237, -0.529, -0.956, -0.588, -0.703, -0.563, -0.478, 0.918, -0.763, -0.519, 0.523, 0.285, 0.471, 0.314, 0.293, 0.473, 0.456, 0.416, 0.343, 0.368], "lumo_ha": 0.032, "smiles": "N#CCCCC/C=[N+](\\[O-])O", "homo_lumo_gap_ev": 9.605, "e_homo_ha": -0.3209}



Entry R
{"formula": "C6H10N2O2", "method": "wB97M-V/def2-TZVPD", "species": ["C", "C", "C", "C", "C", "C", "N", "N", "O", "O", "H", "H", "H", "H", "H", "H", "H", "H", "H", "H"], "xyz": [[3.45, -0.49, -0.27], [1.69, 0.84, 0.12], [-3.09, 0.41, 0.08], [0.85, -1.50, 0.59], [-1.77, -0.20, -0.48], [0.67, -0.01, 0.27], [4.03, -1.25, -0.94], [-0.71, 0.42, 0.29], [1.55, 2.13, -0.42], [3.02, 0.56, 0.38], [-3.51, 0.08, 0.96], [-2.87, 1.49, 0.03], [-3.92, 0.37, -0.72], [0.10, -1.72, 1.38], [1.84, -1.83, 0.97], [0.57, -2.09, -0.21], [-1.68, 0.10, -1.57], [-1.79, -1.23, -0.20], [-0.79, 1.38, 0.23], [2.38, 2.53, -0.48]], "mulliken_charge": [0.447, 0.195, -1.145, -1.551, -0.280, 0.618, -0.420, -0.285, -0.505, -0.416, 0.351, 0.306, 0.322, 0.400, 0.467, 0.353, 0.233, 0.286, 0.284, 0.337], "lumo_ha": 0.020, "smiles": "CCN/C(C)=C(\\O)OC#N", "homo_lumo_gap_ev": 8.735, "e_homo_ha": -0.3009}



Short version: entry Q is the least stable of them.